Here is 4 unconnected molecules or ions with the total composition C6H19NO4 in a non-equilibrium geometry from OMol25. Energies are from the ωB97M-V functional and the def2-TZVPD basis.

Last column: natural (NBO) charge in e.
Cartesian coordinates (Å):
C: -0.510 -0.837 2.692  -0.639
C: 0.013 -1.425 1.335  -0.218
N: 0.652 -0.446 0.440  -0.456
C: 1.965 0.036 0.989  -0.238
C: 2.021 1.556 0.734  -0.623
C: 0.945 -1.059 -0.858  -0.336
C: -0.298 -1.381 -1.761  0.458
O: -0.099 -1.231 -2.937  -0.531
H: -0.737 0.247 2.452  0.208
H: -1.397 -1.327 3.051  0.217
H: 0.309 -0.927 3.406  0.213
H: -0.891 -1.693 0.763  0.180
H: 0.590 -2.292 1.612  0.178
H: 2.903 -0.353 0.527  0.192
H: 2.009 -0.222 2.059  0.194
H: 2.986 1.846 0.285  0.213
H: 1.258 1.869 0.043  0.219
H: 1.868 2.144 1.652  0.206
H: 1.620 -1.900 -0.738  0.196
H: 1.357 -0.260 -1.485  0.238
H: -1.200 -1.801 -1.309  0.123
O: -3.100 0.400 1.724  -0.963
H: -2.513 -0.322 1.525  0.487
H: -2.921 0.899 2.528  0.487
O: -1.372 1.184 -0.527  -0.992
H: -0.505 1.295 -0.131  0.492
H: -2.066 1.317 0.129  0.491
O: 0.519 2.086 -2.463  -0.954
H: -0.212 2.704 -2.308  0.477
H: 0.067 1.280 -2.761  0.481

Calculated values
- SMILES string = CCN(CC)CC=O.O.O.O
- orbital gap (eV) = 9.8
- relative energy (zero: lowest compared OMol25 entry of this formula, charge and spin) (eV) = 2.722
- LUMO (eV) = 0.56
- highest occupied orbital energy (eV) = -9.21


Here is 5 unconnected molecules or ions with the total composition C6H19NO5 in a non-equilibrium geometry from OMol25. Energies are from the ωB97M-V functional and the def2-TZVPD basis.

Last column: natural (NBO) charge in e.
Cartesian coordinates (Å):
C: -2.793 0.583 -1.271  -0.674
C: -1.471 -0.119 -1.154  -0.158
C: -0.285 0.471 -1.133  -0.221
C: 0.976 -0.286 -0.869  -0.473
C: 0.939 -1.454 0.139  -0.145
N: 0.272 -1.006 1.367  -0.823
C: 2.411 -1.804 0.506  0.456
O: 2.985 -1.307 1.426  -0.518
H: -3.657 -0.065 -1.399  0.217
H: -2.998 1.159 -0.366  0.230
H: -2.791 1.239 -2.143  0.235
H: -1.511 -1.193 -0.989  0.186
H: -0.160 1.538 -1.278  0.215
H: 1.554 -0.703 -1.710  0.212
H: 1.752 0.368 -0.454  0.263
H: 0.453 -2.373 -0.185  0.192
H: 0.745 -1.317 2.207  0.380
H: 0.251 -0.001 1.423  0.307
H: 2.747 -2.601 -0.187  0.106
O: 3.049 1.822 0.894  -0.963
H: 2.262 2.167 1.353  0.488
H: 3.363 1.213 1.576  0.472
O: -2.303 0.285 2.293  -0.931
H: -1.464 0.335 1.816  0.458
H: -2.757 -0.338 1.707  0.470
O: 0.740 2.061 2.506  -0.926
H: 0.422 1.167 2.313  0.451
H: -0.106 2.538 2.549  0.487
O: -1.072 -0.623 -3.931  -0.929
H: -0.131 -0.557 -3.752  0.468
H: -1.425 -1.200 -3.252  0.466

Calculated values
- SMILES string = C/C=C/C[C@H](N)C=O.O.O.O.O
- orbital gap (eV) = 10.0
- relative energy (zero: lowest compared OMol25 entry of this formula, charge and spin) (eV) = 2.390
- LUMO (eV) = 0.42
- highest occupied orbital energy (eV) = -9.60


Here is a molecular structure, C6H19O7Tl in a non-equilibrium geometry from OMol25. Energies are from the ωB97M-V functional and the def2-TZVPD basis.

Last column: natural (NBO) charge in e.
Cartesian coordinates (Å):
Tl: -0.050 0.275 0.463  1.389
O: -2.552 1.481 0.171  -0.506
H: -2.304 2.419 0.283  0.460
C: -0.255 3.174 2.847  -0.113
C: -1.082 2.034 3.547  -0.101
O: -0.644 0.737 3.219  -0.733
O: -0.086 3.155 1.404  -0.713
H: 0.780 3.206 3.185  0.195
H: -0.595 4.136 3.230  0.231
H: -2.132 1.963 3.263  0.210
H: -1.006 2.111 4.632  0.230
H: -0.390 0.260 4.013  0.517
H: 0.729 3.600 1.159  0.510
C: -1.495 -1.067 -3.038  -0.113
C: -2.112 -1.798 -1.916  -0.100
O: -1.232 -2.034 -0.805  -0.681
O: -1.208 0.166 -2.548  -0.688
H: -2.102 -1.138 -3.940  0.222
H: -0.645 -1.653 -3.386  0.198
H: -2.372 -2.793 -2.279  0.223
H: -3.046 -1.340 -1.590  0.195
H: -1.730 -2.654 -0.267  0.507
H: -1.773 0.815 -2.973  0.506
C: 3.036 -1.687 -0.045  -0.111
C: 2.871 -1.298 -1.516  -0.100
O: 1.765 -0.427 -1.786  -0.725
O: 1.838 -2.373 0.301  -0.734
H: 3.257 -0.828 0.589  0.184
H: 3.922 -2.294 0.138  0.226
H: 2.844 -2.138 -2.210  0.207
H: 3.735 -0.717 -1.840  0.192
H: 1.961 0.011 -2.617  0.511
H: 2.070 -3.304 0.314  0.506

Calculated values
- orbital gap (eV) = 4.2
- charge = +2
- relative energy (zero: lowest compared OMol25 entry of this formula, charge and spin) (eV) = 0.000
- LUMO (eV) = -12.78
- highest occupied orbital energy (eV) = -16.97


Which of these has the highest highest occupied orbital energy?
C6H19NO4